(1)
DFT (ωB97M-V with the def2-TZVPD basis set) results for CH2CrF3O3S as an isolated structure.

Output
LUMO (alpha / beta) = -7.029 / -6.083 eV
Expectation value of S² = 6.02
HOMO level (alpha / beta) = -14.50 / -14.63 eV
Gap between HOMO and LUMO (alpha / beta) = 7.47 / 8.55 eV
Relative energy (zero: lowest compared OMol25 entry of this formula, charge and spin) = 0.000 eV

Structure (ORCA input):
```
! wB97M-V def2-TZVPD RIJCOSX def2/J DEFGRID3
* xyz 1 5
Cr 1.04930 1.77826 0.43471
O 0.90167 -0.55860 0.74331
H 1.79119 0.02395 -1.09610
H 2.83974 0.74352 -1.98959
S -0.38584 -0.33437 1.55744
O 2.05951 0.89403 -1.44946
O -0.55932 1.19624 1.51042
C -1.68819 -0.84000 0.29312
F -1.47113 -2.09503 -0.07925
F -2.89154 -0.75324 0.84661
F -1.64540 -0.05475 -0.77119
*
```



(2)
DFT (ωB97M-V with the def2-TZVPD basis set) results for C16H25ClIrOS as an isolated structure.

Output
LUMO (alpha / beta) = -6.020 / -11.013 eV
Expectation value of S² = 8.79
HOMO level (alpha / beta) = -11.67 / -15.69 eV
Gap between HOMO and LUMO (alpha / beta) = 5.65 / 4.68 eV
Relative energy (zero: lowest compared OMol25 entry of this formula, charge and spin) = 0.000 eV

Structure (ORCA input):
```
! wB97M-V def2-TZVPD RIJCOSX def2/J DEFGRID3
* xyz 2 6
C 0.11555 0.03328 -4.47907
C 1.50171 0.59936 -4.66098
C -0.09233 -1.27610 -5.19331
C -0.96958 1.04391 -4.75311
Cl -0.07729 -0.50466 -2.06707
H -0.02897 -1.11095 -6.28961
H -1.07846 -1.70357 -4.98596
H 0.67711 -2.01037 -4.93189
H 1.66580 0.85393 -5.73284
H 2.27695 -0.11881 -4.37499
H 1.63734 1.52292 -4.08429
H -0.96351 1.31758 -5.83209
H -0.81002 1.96894 -4.18487
H -1.96407 0.64876 -4.52321
C 1.37575 -1.54197 1.92203
C 1.06613 -2.67886 1.15119
C 1.33197 -2.39349 -0.22360
H 0.69200 -3.63432 1.53349
C 1.84584 -1.01379 -0.27961
C 1.86244 -0.51042 1.07351
H 2.20513 0.47880 1.37122
H 1.30183 -1.45774 3.00889
H 1.20175 -3.04995 -1.07519
H 2.15737 -0.46448 -1.16419
C -1.60339 0.54055 1.10819
C -1.73815 -0.57875 1.97855
C -2.14415 -1.69837 1.20628
H -1.58876 -0.56457 3.05074
C -2.24395 -1.31053 -0.16183
C -1.90685 0.11755 -0.23155
H -1.88973 0.73868 -1.11027
H -1.33279 1.56306 1.39800
H -2.35761 -2.70101 1.60609
H -2.52715 -1.93520 -1.00207
Ir -0.17426 -0.93737 0.21599
C 1.56989 2.51294 5.40779
S 0.45592 1.93940 4.13488
C -1.13590 2.21046 4.94396
O 0.63101 0.45425 4.03779
H 1.50442 1.83420 6.26228
H 1.28831 3.53166 5.67649
H 2.57294 2.49906 4.97293
H -0.98437 2.21445 6.03336
H -1.53481 3.17933 4.60988
H -1.79109 1.39219 4.63807
*
```



(3)
DFT (ωB97M-V with the def2-TZVPD basis set) results for C25H43F3O3P2STm as an isolated structure.

Output
LUMO (alpha / beta) = -4.050 / -3.976 eV
Expectation value of S² = 2.00
HOMO level (alpha / beta) = -9.57 / -9.57 eV
Gap between HOMO and LUMO (alpha / beta) = 5.52 / 5.59 eV

Structure (ORCA input):
```
! wB97M-V def2-TZVPD RIJCOSX def2/J DEFGRID3
* xyz 1 3
Tm 1.60844 -1.03794 2.06578
C 1.61798 -2.67835 3.76133
C 0.63871 -3.12830 2.82253
C 2.71007 -3.12862 1.75289
C 2.91407 -2.69059 3.10110
C 1.31245 -3.44836 1.59255
C 1.35634 -2.49011 5.21115
H 0.30177 -2.23983 5.37850
H 1.96208 -1.68398 5.63574
H 1.57372 -3.42196 5.75866
C 4.21604 -2.26536 3.67628
H 4.07679 -1.76182 4.64039
H 4.72015 -1.55799 2.99846
H 4.89854 -3.11261 3.83648
C 3.76232 -3.21680 0.71040
H 4.46479 -4.05111 0.85789
H 4.35777 -2.28963 0.71480
H 3.31130 -3.33995 -0.28301
C 0.71069 -4.18278 0.44951
H 0.84243 -5.27258 0.56692
H 1.17225 -3.89348 -0.50205
H -0.36673 -3.98970 0.38181
C -0.75114 -3.51750 3.18564
H -0.77699 -4.57901 3.48407
H -1.45649 -3.38170 2.35612
H -1.12204 -2.92853 4.03256
C -0.31844 1.51018 1.84931
C -0.91387 0.68960 2.73705
C -2.16484 -0.11603 2.57390
C -2.54258 -0.50640 1.12521
C -1.49561 -1.25540 0.37211
C -0.46258 -0.71001 -0.30039
C -0.22945 0.73898 -0.60513
C -0.68415 1.80931 0.42306
H -3.03876 0.41134 3.00117
H -2.86676 0.38558 0.57471
H -2.03652 -1.03061 3.18149
H -1.74924 2.06172 0.30813
H 0.52313 2.11276 2.20449
H -0.48054 0.65705 3.74547
H -0.12468 2.72427 0.15400
H 0.86290 0.85470 -0.74063
H 0.28227 -1.37837 -0.77012
H -0.68067 1.01310 -1.57372
H -3.40678 -1.18372 1.22343
H -1.62684 -2.34475 0.35981
P -1.60909 2.78404 -3.72792
P -1.29179 1.43283 -6.37526
C -2.46356 3.63977 -5.17782
C -1.86631 3.19739 -6.50755
H -2.36893 4.72478 -5.04076
H -3.53370 3.40096 -5.13058
H -2.58538 3.28836 -7.33373
H -0.99251 3.80635 -6.76814
C -0.51520 1.38971 -8.06518
H -0.26902 0.35130 -8.32189
H 0.41009 1.97800 -8.04525
H -1.19424 1.80317 -8.82670
C -2.90488 0.69638 -6.93008
H -3.29558 1.23433 -7.80593
H -3.63230 0.74435 -6.11269
H -2.73445 -0.35430 -7.19462
C -0.80551 4.29996 -3.06955
H -0.36762 4.08304 -2.08852
H -1.53898 5.11282 -2.98498
H -0.00458 4.60439 -3.75582
C -3.07913 2.67600 -2.64414
H -3.76956 1.93315 -3.06251
H -3.58780 3.64589 -2.57988
H -2.77715 2.34599 -1.64266
F 3.14696 2.01994 6.82262
C 2.81099 1.02045 5.99150
F 3.74211 0.02736 6.11313
F 1.61261 0.50653 6.39788
S 2.68153 1.60601 4.22355
O 1.54190 2.48550 4.21856
O 3.99593 2.06063 3.86437
O 2.34384 0.30016 3.53064
*
```



Question: What is the expectation value of S² in the second record?
Answer: 8.79



Copy entry 1 word for word.
DFT (ωB97M-V with the def2-TZVPD basis set) results for CH2CrF3O3S as an isolated structure.

Output
LUMO (alpha / beta) = -7.029 / -6.083 eV
Expectation value of S² = 6.02
HOMO level (alpha / beta) = -14.50 / -14.63 eV
Gap between HOMO and LUMO (alpha / beta) = 7.47 / 8.55 eV
Relative energy (zero: lowest compared OMol25 entry of this formula, charge and spin) = 0.000 eV

Structure (ORCA input):
```
! wB97M-V def2-TZVPD RIJCOSX def2/J DEFGRID3
* xyz 1 5
Cr 1.04930 1.77826 0.43471
O 0.90167 -0.55860 0.74331
H 1.79119 0.02395 -1.09610
H 2.83974 0.74352 -1.98959
S -0.38584 -0.33437 1.55744
O 2.05951 0.89403 -1.44946
O -0.55932 1.19624 1.51042
C -1.68819 -0.84000 0.29312
F -1.47113 -2.09503 -0.07925
F -2.89154 -0.75324 0.84661
F -1.64540 -0.05475 -0.77119
*
```